Molecular formula: C2H3NO2
Method: DFT, ωB97M-V/def2-TZVPD

Its maximum force is 0.01492 hartree/bohr. The value obtained for the orbital gap is 11.09 eV. Its SMILES is O=CNC=O. Its relative energy (zero: lowest compared OMol25 entry of this formula, charge and spin) is 4.28 kJ/mol. As for the LUMO energy: 0.607 eV. Its HOMO energy is -10.5 eV.

The geometry in XYZ format:
```
8
Properties=species:S:1:pos:R:3:forces:R:3:mulliken_charge:R:1
O -2.117 0.928 0.000 0.633 -0.173 -0.152 -0.5035
C -1.061 0.497 -0.401 -0.635 0.156 0.095 0.0920
N -0.112 -0.046 0.460 -0.017 0.217 -0.125 -0.1180
C 1.112 -0.564 0.069 0.115 0.458 -0.329 0.1395
O 1.459 -0.757 -1.072 -0.305 -0.004 0.704 -0.4970
H -0.765 0.510 -1.459 0.077 -0.153 0.133 0.3282
H -0.263 0.141 1.446 -0.055 -0.206 -0.172 0.2461
H 1.747 -0.711 0.957 0.187 -0.294 -0.155 0.3126
```
Positions in Å, forces in eV/Å.



Molecular formula: C21H27NO5
Method: DFT, ωB97M-V/def2-TZVPD

Its maximum force is 0.01276 hartree/bohr. The value obtained for the orbital gap is 8.63 eV. Its SMILES is COc1ccc(CCNC(=O)CCc2cc(OC)c(OC)c(OC)c2)cc1. Its relative energy (zero: lowest compared OMol25 entry of this formula, charge and spin) is 190.97 kJ/mol. As for the LUMO energy: 0.743 eV. Its HOMO energy is -7.9 eV.

The geometry in XYZ format:
```
54
Properties=species:S:1:pos:R:3:forces:R:3:mulliken_charge:R:1
C -1.729 -3.084 0.642 -0.144 -0.245 -0.161 -0.7969
H -1.296 -4.088 0.712 0.012 0.043 0.020 0.4052
O -1.017 -2.165 1.439 0.150 0.253 0.165 -0.4557
C 0.281 -1.920 1.148 0.206 0.050 0.058 0.5408
C 0.994 -2.488 0.096 -0.408 -0.101 -0.010 -0.3316
C 2.336 -2.193 -0.072 0.149 0.133 0.171 -0.5856
C 3.006 -1.351 0.800 0.195 -0.145 -0.010 0.3690
C 2.283 -0.775 1.840 -0.084 -0.122 -0.047 -0.0880
C 0.944 -1.044 2.010 -0.224 -0.063 -0.021 -0.7132
H 0.381 -0.603 2.818 -0.076 0.048 0.118 0.4717
H 2.782 -0.121 2.543 0.048 0.052 0.078 0.4448
C 4.461 -1.022 0.606 -0.168 0.221 -0.220 -1.3307
C 4.622 0.189 -0.326 0.207 -0.143 -0.057 -0.7923
N 3.817 1.300 0.124 0.386 -0.055 0.186 -0.1750
C 2.716 1.707 -0.551 0.114 0.367 0.507 0.6370
O 2.493 1.370 -1.693 -0.185 -0.084 -0.416 -0.6714
C 1.848 2.668 0.250 -0.251 0.111 -0.322 -0.5728
H 1.579 2.185 1.193 0.062 0.028 0.066 0.3473
H 2.452 3.551 0.476 0.050 -0.044 0.061 0.4867
C 0.578 3.086 -0.500 0.195 -0.118 0.133 -1.7576
C -0.501 2.040 -0.427 -0.106 -0.036 -0.110 -0.4508
C -1.505 2.130 0.525 -0.082 0.083 0.146 -0.5795
C -2.529 1.192 0.557 -0.136 -0.257 -0.123 0.8680
C -2.537 0.131 -0.359 -0.243 -0.070 -0.031 0.7877
C -1.487 0.013 -1.279 -0.220 -0.070 0.117 1.0010
C -0.492 0.980 -1.317 0.049 -0.109 -0.167 -0.6789
H 0.313 0.918 -2.028 0.059 -0.039 -0.087 0.4630
O -1.512 -1.078 -2.109 -0.313 0.210 0.438 -0.4155
C -0.456 -1.233 -3.028 0.212 -0.017 -0.180 -0.9723
H -0.450 -0.428 -3.769 0.019 -0.018 0.034 0.3872
H -0.642 -2.182 -3.530 0.050 0.067 0.006 0.2772
H 0.513 -1.267 -2.523 -0.021 0.019 -0.022 0.2770
O -3.570 -0.779 -0.282 0.608 0.137 0.204 -0.3836
C -4.373 -0.886 -1.438 -0.209 -0.009 -0.317 -0.8285
H -4.829 0.078 -1.692 0.018 -0.044 0.046 0.2828
H -3.803 -1.251 -2.297 -0.077 0.030 0.087 0.2299
H -5.156 -1.601 -1.190 -0.026 0.038 -0.055 0.2986
O -3.584 1.224 1.420 0.136 -0.267 -0.316 -0.4662
C -3.598 2.209 2.420 0.005 0.202 0.144 -0.9496
H -2.717 2.142 3.067 -0.019 0.012 -0.031 0.3614
H -4.492 2.015 3.011 0.071 0.053 -0.011 0.2506
H -3.660 3.218 1.996 0.022 -0.049 0.027 0.3512
H -1.496 2.955 1.220 -0.051 0.101 0.079 0.4068
H 0.207 4.020 -0.073 0.009 -0.005 -0.046 0.5060
H 0.843 3.261 -1.544 -0.034 0.093 0.038 0.4611
H 3.917 1.563 1.092 -0.162 0.072 -0.085 0.3084
H 5.675 0.489 -0.376 -0.079 -0.065 -0.095 0.3586
H 4.272 -0.054 -1.332 0.120 0.020 0.097 0.3763
H 4.918 -0.793 1.572 0.057 -0.070 0.014 0.3699
H 4.990 -1.870 0.170 0.081 -0.012 0.069 0.3980
H 2.874 -2.642 -0.896 0.060 -0.064 -0.092 0.3816
H 0.513 -3.166 -0.591 -0.091 -0.067 -0.051 0.4703
H -1.765 -2.767 -0.403 0.007 -0.010 0.048 0.1874
H -2.741 -3.089 1.041 0.053 -0.044 -0.074 0.2331
```
Positions in Å, forces in eV/Å.



Molecular formula: C10H20AlClF4N5OPS
Method: DFT, ωB97M-V/def2-TZVPD

Its maximum force is 0.06961 hartree/bohr. The value obtained for the orbital gap is 7.95 eV. As for the LUMO energy: -1.909 eV. Its HOMO energy is -9.9 eV.

The geometry in XYZ format:
```
44
Properties=species:S:1:pos:R:3:forces:R:3:mulliken_charge:R:1
C 3.013 2.705 1.426 0.370 -0.120 -0.124 -1.1301
C 3.357 2.157 0.018 -0.317 0.620 0.204 -0.4485
C 2.221 1.352 -0.630 -0.039 -0.348 0.391 -0.5629
C 2.371 -0.194 -0.601 0.234 1.069 -0.155 0.0269
C 3.699 -0.692 -1.183 0.055 -0.026 -0.161 -1.4827
N 2.092 -0.698 0.771 0.147 0.540 -0.228 0.3131
C 0.804 -0.873 1.102 -1.676 -0.442 0.858 0.5394
N 0.331 -1.363 2.254 0.904 -0.246 0.310 -0.5764
C -1.002 -1.366 2.188 1.024 0.402 0.127 0.2814
S -2.047 -1.908 3.459 -1.092 -0.182 -0.184 -0.2206
N -1.408 -0.882 1.006 -0.868 0.424 3.447 0.5659
N -2.702 -0.743 0.565 0.767 -1.146 -2.697 -1.1469
C -2.905 0.310 -0.198 -0.169 0.160 0.256 0.8581
C -2.643 1.718 0.243 1.751 -0.505 -0.165 -1.0705
C -3.385 0.072 -1.574 -1.549 0.082 0.225 -1.0891
N -0.275 -0.599 0.334 0.847 0.895 -1.793 0.1418
P 3.267 -1.113 2.038 0.087 -1.510 0.591 0.0909
O 4.619 -0.354 1.557 -0.532 0.318 0.068 -0.4605
Cl 2.737 0.006 3.735 0.134 0.236 -0.526 -0.2201
H 2.997 3.793 1.446 -0.151 0.024 -0.062 0.2870
H 3.784 2.411 2.139 -0.097 0.007 0.147 0.2003
H 2.060 2.334 1.800 -0.007 0.003 0.034 0.3005
H 3.564 3.016 -0.620 0.125 -0.078 -0.094 0.5462
H 4.285 1.598 0.100 -0.056 -0.159 -0.270 0.2326
H 2.007 1.670 -1.651 0.300 -0.072 -0.111 0.4931
H 1.313 1.590 -0.064 -0.101 0.014 -0.138 0.1917
H 1.590 -0.561 -1.270 -0.099 -0.399 0.313 0.4874
H 4.175 -1.452 -0.570 -0.037 -0.077 -0.073 0.3497
H 4.412 0.119 -1.310 0.038 0.013 0.159 0.2947
H 3.545 -1.111 -2.175 -0.112 -0.090 0.019 0.4211
H -1.306 -1.642 4.549 0.484 0.113 -0.541 0.1959
H -3.431 2.395 -0.072 -0.202 -0.139 0.095 0.4265
H -1.721 2.070 -0.242 -0.123 0.234 -0.042 0.2103
H -2.446 1.725 1.312 -0.266 0.255 0.073 0.3443
H -2.517 0.226 -2.229 0.122 -0.049 0.147 0.2525
H -3.753 -0.942 -1.724 0.021 -0.073 -0.103 0.3324
H -4.136 0.795 -1.895 0.010 -0.015 -0.081 0.4013
H -0.300 -0.209 -0.596 -0.233 -0.123 -0.007 0.2797
H 4.894 0.308 2.205 0.083 0.155 -0.087 0.3349
F -7.169 -1.798 -2.654 0.289 -0.105 -0.023 -0.4179
Al -6.241 -3.144 -3.134 -0.103 -0.088 -0.054 0.6617
F -6.325 -4.346 -1.938 0.111 0.231 -0.141 -0.4104
F -4.605 -2.634 -3.306 -0.241 0.071 0.190 -0.4299
F -6.818 -3.744 -4.609 0.170 0.128 0.206 -0.3945
```
Positions in Å, forces in eV/Å.